No. 1
The following is a quantum chemistry calculation of a 21-piece molecular cluster, C126H84O42 overall, from the Open Molecules 2025 dataset.

As for the HOMO-LUMO gap: 7.71 eV. As for the calculated total energy: -8011.0488 a.u. The total charge is 0. The value obtained for the HOMO energy is -9.98 eV. The molar mass is 2270.02 g/mol.

Each line ends with the Mulliken charge.
CARTESIAN COORDINATES (ANGSTROEM)
C (3.46866, 4.42075, -5.40900)  0.37
C (3.56836, 5.63089, -4.87154)  -0.21
C (4.10106, 6.78152, -5.67279)  0.11
O (4.28269, 7.90612, -5.23347)  -0.56
C (4.72603, 6.41818, -7.00774)  -0.43
C (4.64913, 5.21148, -7.47920)  -0.49
C (3.91442, 4.11166, -6.74997)  0.10
O (3.94795, 2.95935, -7.15931)  -0.45
H (2.90410, 3.57082, -5.02920)  0.16
H (3.16956, 5.88982, -3.89092)  0.60
H (5.28558, 7.20501, -7.52907)  0.40
H (5.15041, 4.94498, -8.39663)  0.44
C (3.91646, -1.96389, 1.69009)  -0.24
C (5.05094, -1.42471, 1.81931)  -0.07
C (5.72726, -1.17851, 3.07925)  0.00
O (6.84097, -0.67346, 3.22939)  -0.67
C (5.03614, -1.78549, 4.23318)  -0.07
C (3.88863, -2.29988, 4.13322)  -0.43
C (3.10952, -2.31299, 2.86296)  0.02
O (1.95432, -2.74424, 2.77681)  -0.23
H (3.34886, -2.09770, 0.75457)  0.62
H (5.57661, -0.99197, 0.96074)  0.44
H (5.60001, -1.63356, 5.17052)  0.46
H (3.32484, -2.63536, 5.03413)  0.27
C (-0.40043, -5.30384, 0.39693)  -0.57
C (-0.68218, -6.11022, -0.62050)  -0.59
C (-2.00827, -6.10659, -1.31052)  0.28
O (-2.21997, -6.86192, -2.26848)  -0.68
C (-2.99359, -5.17870, -0.78546)  -0.46
C (-2.73258, -4.27875, 0.23243)  0.75
C (-1.45790, -4.34699, 0.93050)  -0.42
O (-1.21090, -3.62849, 1.87699)  -0.31
H (0.58501, -5.26580, 0.86093)  0.63
H (0.02716, -6.79172, -1.07430)  0.51
H (-3.95004, -5.12340, -1.35736)  0.35
H (-3.43076, -3.49765, 0.51003)  0.52
C (0.63424, -0.58190, -7.15748)  0.21
C (1.59090, -0.89730, -8.03743)  -0.37
C (1.52633, -2.05795, -8.88774)  0.41
O (2.41999, -2.35021, -9.67267)  -0.59
C (0.28120, -2.85519, -8.86049)  -0.50
C (-0.70060, -2.54414, -8.04190)  -0.66
C (-0.63738, -1.30969, -7.10337)  0.01
O (-1.54951, -1.03167, -6.35096)  -0.15
H (0.73297, 0.17614, -6.40111)  0.09
H (2.56418, -0.41436, -8.06076)  0.54
H (0.29612, -3.65966, -9.61637)  0.40
H (-1.64961, -3.06531, -7.96690)  0.49
C (-4.52903, 0.52341, 6.50846)  -0.68
C (-3.46409, 1.30824, 6.76548)  -0.49
C (-2.11584, 1.07093, 6.20793)  -0.26
O (-1.20882, 1.81995, 6.41338)  -0.52
C (-2.08082, -0.02727, 5.22730)  0.54
C (-3.07477, -0.94382, 4.98324)  0.10
C (-4.40450, -0.72438, 5.59813)  0.23
O (-5.34387, -1.43815, 5.32751)  -0.59
H (-5.49371, 0.72078, 6.96049)  0.49
H (-3.56604, 2.11545, 7.48298)  0.50
H (-1.09897, -0.14094, 4.75498)  0.36
H (-3.06477, -1.78903, 4.26475)  0.31
C (2.63603, 0.39970, 8.26261)  0.18
C (3.43257, -0.41736, 7.66470)  0.76
C (4.39390, -1.26976, 8.28632)  0.31
O (5.14645, -2.05912, 7.73794)  -0.58
C (4.40906, -1.14209, 9.75458)  -0.49
C (3.63342, -0.35289, 10.44706)  -0.58
C (2.65957, 0.53622, 9.71943)  0.04
O (1.96974, 1.32830, 10.34918)  -0.57
H (1.95972, 1.09932, 7.73046)  0.58
H (3.56315, -0.41124, 6.58325)  -0.64
H (5.16477, -1.78982, 10.18155)  0.45
H (3.71202, -0.28724, 11.52356)  0.45
C (-6.52506, 1.43080, -5.53137)  -0.24
C (-7.21500, 0.33750, -5.79404)  -0.54
C (-6.51736, -1.03817, -5.76690)  0.15
O (-7.14486, -2.05991, -5.97166)  -0.59
C (-5.02900, -0.96408, -5.64460)  -0.21
C (-4.38623, 0.16952, -5.49419)  0.17
C (-5.03240, 1.44091, -5.29162)  0.23
O (-4.38885, 2.46093, -5.08007)  -0.48
H (-7.03635, 2.36985, -5.37334)  0.43
H (-8.30076, 0.36198, -5.86763)  0.40
H (-4.47169, -1.86803, -5.86929)  0.59
H (-3.30211, 0.18944, -5.56941)  0.20
C (-8.12735, -0.45687, 2.16088)  -0.68
C (-7.35956, -1.50555, 2.29071)  -0.82
C (-5.85241, -1.51180, 1.96464)  0.15
O (-5.10275, -2.47240, 1.89382)  -0.25
C (-5.29852, -0.23560, 1.57343)  0.26
C (-6.10818, 0.83648, 1.44460)  -0.12
C (-7.55571, 0.83473, 1.73202)  -0.10
O (-8.24380, 1.82367, 1.58922)  -0.65
H (-9.21621, -0.45810, 2.32210)  0.43
H (-7.74968, -2.48256, 2.56488)  0.56
H (-4.22052, -0.28282, 1.36315)  0.26
H (-5.70897, 1.78957, 1.09471)  0.79
C (1.42884, -3.37660, 7.47270)  -0.29
C (1.38906, -4.67445, 7.79404)  -0.48
C (0.78069, -5.68946, 6.82168)  -0.07
O (0.65740, -6.88132, 7.08701)  -0.58
C (0.30172, -5.08658, 5.56124)  -0.42
C (0.28725, -3.78963, 5.26684)  0.58
C (0.83462, -2.79701, 6.17628)  -0.67
O (0.82168, -1.66132, 5.96477)  -0.09
H (1.82407, -2.69248, 8.22639)  0.43
H (1.83563, -4.89620, 8.76605)  0.43
H (-0.08643, -5.81900, 4.85833)  0.50
H (-0.09833, -3.39376, 4.32011)  0.60
C (8.67916, 3.77129, 1.55727)  -0.33
C (7.54686, 3.35752, 2.07144)  -0.63
C (6.51467, 2.61752, 1.33517)  0.03
O (5.46963, 2.18214, 1.84253)  -0.01
C (6.90744, 2.34625, -0.12564)  0.26
C (7.99858, 2.83315, -0.63763)  -0.06
C (8.97600, 3.60780, 0.15647)  0.09
O (10.01051, 4.07607, -0.28560)  -0.58
H (9.50687, 4.19509, 2.10447)  0.47
H (7.30837, 3.52699, 3.12252)  0.40
H (6.11775, 1.79682, -0.67697)  -0.09
H (8.30382, 2.81052, -1.69388)  0.44
C (-4.31838, -7.96191, 3.25232)  -0.68
C (-5.38264, -7.34297, 2.85081)  -0.26
C (-5.61116, -5.92773, 2.90935)  0.08
O (-6.71054, -5.41220, 2.63710)  -0.57
C (-4.49142, -5.14917, 3.48728)  0.38
C (-3.40588, -5.68224, 3.97182)  -0.25
C (-3.15673, -7.18231, 3.80364)  0.60
O (-2.14626, -7.72600, 4.23930)  -0.58
H (-4.08664, -8.99528, 3.04792)  0.41
H (-6.14807, -7.87452, 2.27770)  0.35
H (-4.73289, -4.09406, 3.46597)  0.14
H (-2.55194, -5.16041, 4.43361)  0.38
C (2.40937, -2.83736, -2.33840)  0.65
C (2.45984, -2.38683, -3.55080)  1.02
C (2.89315, -3.29856, -4.62871)  -0.40
O (2.81292, -2.97031, -5.78711)  -0.52
C (3.54881, -4.57093, -4.21224)  -0.60
C (3.55165, -4.95947, -2.95837)  -0.71
C (2.96228, -4.14909, -1.90966)  0.51
O (3.02334, -4.51886, -0.74030)  -0.62
H (2.02588, -2.26729, -1.49273)  -0.61
H (2.09018, -1.39889, -3.86018)  0.36
H (4.05945, -5.12347, -5.00630)  0.51
H (4.13121, -5.77652, -2.56379)  0.55
C (-3.81308, 5.81808, -1.50252)  -0.68
C (-4.09089, 4.51438, -1.40092)  -0.33
C (-3.14789, 3.54640, -0.77490)  0.31
O (-3.49646, 2.40129, -0.56326)  -0.30
C (-1.83212, 4.13515, -0.40075)  0.13
C (-1.58741, 5.42414, -0.49188)  -0.25
C (-2.53981, 6.39864, -1.06778)  0.08
O (-2.37980, 7.60704, -1.06509)  -0.61
H (-4.57517, 6.51568, -1.80676)  0.51
H (-5.04618, 4.04187, -1.61226)  0.51
H (-1.22495, 3.32396, -0.01309)  0.48
H (-0.65531, 5.93959, -0.14401)  0.16
C (4.47733, 0.44518, -3.51921)  0.61
C (4.86901, 0.66117, -4.75408)  -0.19
C (6.20841, 0.34480, -5.29339)  -0.15
O (6.57549, 0.44473, -6.46470)  -0.60
C (7.11343, -0.10732, -4.21892)  -0.60
C (6.74630, -0.37913, -2.98860)  -0.39
C (5.37373, -0.18215, -2.51255)  -0.29
O (5.06174, -0.45693, -1.37507)  -0.18
H (3.47341, 0.75863, -3.25715)  0.37
H (4.17794, 1.08968, -5.48170)  0.52
H (8.08061, -0.39098, -4.61738)  0.44
H (7.43105, -0.90959, -2.31963)  0.46
C (-7.97777, -0.79694, -2.02284)  -1.11
C (-7.15731, -1.77799, -1.71879)  -0.14
C (-5.72108, -1.68647, -1.76355)  0.73
O (-4.96254, -2.64835, -1.61869)  -0.67
C (-5.23104, -0.35300, -1.94582)  0.00
C (-5.92249, 0.72100, -2.16988)  -0.14
C (-7.42348, 0.64531, -2.18784)  0.55
O (-8.07295, 1.62023, -2.55180)  -0.67
H (-9.05274, -0.94033, -1.96167)  0.44
H (-7.54633, -2.73252, -1.35559)  0.47
H (-4.13108, -0.30874, -1.99785)  0.09
H (-5.52389, 1.69409, -2.42954)  0.47
C (-0.29830, -5.31368, -5.77116)  0.00
C (-0.34221, -4.50283, -4.73911)  0.19
C (-1.59822, -4.05834, -4.13710)  0.67
O (-1.68921, -3.26557, -3.23966)  -0.59
C (-2.84754, -4.65176, -4.71625)  -0.39
C (-2.73978, -5.48587, -5.74790)  -0.55
C (-1.46717, -5.88754, -6.37988)  -0.16
O (-1.44335, -6.57199, -7.37129)  -0.60
H (0.63744, -5.64350, -6.21935)  0.44
H (0.56397, -4.16117, -4.26830)  -0.09
H (-3.84705, -4.37794, -4.39063)  0.55
H (-3.64908, -5.87346, -6.19769)  0.45
C (0.40691, 4.24625, -3.33811)  -0.48
C (0.84308, 2.97042, -3.20941)  1.31
C (0.27054, 1.87330, -4.12530)  0.46
O (0.80256, 0.76744, -4.15613)  -0.07
C (-0.82174, 2.31331, -5.03819)  -0.45
C (-1.34112, 3.57744, -4.95676)  -0.63
C (-0.75436, 4.61581, -4.15916)  -0.34
O (-1.19378, 5.74410, -4.18192)  -0.64
H (0.79749, 5.01976, -2.71979)  0.87
H (1.69077, 2.72829, -2.54441)  -0.65
H (-1.34025, 1.52618, -5.58723)  0.11
H (-2.29491, 3.83938, -5.38680)  0.49
C (-0.15035, -0.14771, -0.90247)  -0.35
C (-1.14313, -0.47125, -0.12516)  -0.30
C (-1.04821, -0.34769, 1.38030)  -0.56
O (-2.03675, -0.49410, 2.09193)  0.09
C (0.32282, -0.07695, 1.91422)  0.79
C (1.32022, 0.19965, 1.10051)  -0.26
C (1.19469, 0.33503, -0.38118)  -0.88
O (2.10784, 0.66573, -1.11527)  -0.02
H (-0.21784, -0.10990, -1.98107)  0.38
H (-2.14100, -0.71134, -0.48546)  0.53
H (0.52593, -0.19413, 2.97747)  -0.39
H (2.29284, 0.35336, 1.55595)  1.09
C (3.49942, 4.09815, 4.69309)  -0.48
C (2.24699, 3.78815, 4.41428)  -0.50
C (1.82421, 2.38290, 4.21475)  -0.02
O (0.66800, 2.16795, 3.83682)  -0.27
C (2.88661, 1.34557, 4.49082)  0.82
C (4.11682, 1.62089, 4.82231)  -0.06
C (4.57728, 3.03358, 4.99201)  -0.15
O (5.70440, 3.35224, 5.35290)  -0.66
H (3.76538, 5.15457, 4.79494)  0.46
H (1.47876, 4.58087, 4.36075)  0.38
H (2.46061, 0.31557, 4.44418)  -0.12
H (4.96352, 0.95534, 5.00704)  0.63
C (-3.23877, 5.66977, 3.53479)  -0.40
C (-4.46223, 5.28961, 3.86173)  -0.70
C (-4.80641, 3.89607, 3.94841)  -0.18
O (-5.94689, 3.52694, 4.13093)  -0.59
C (-3.73959, 2.93734, 3.55454)  -0.07
C (-2.51125, 3.31534, 3.33586)  0.57
C (-2.13476, 4.76304, 3.27330)  -0.46
O (-1.02722, 5.14894, 2.89083)  -0.37
H (-2.98046, 6.70684, 3.36592)  0.52
H (-5.30141, 5.97625, 4.00146)  0.43
H (-4.01624, 1.88724, 3.60890)  0.71
H (-1.69468, 2.61797, 3.19889)  0.49
C (4.42064, 6.04665, 0.66455)  -0.43
C (4.54705, 5.19597, -0.27305)  -0.67
C (3.53516, 4.20220, -0.62630)  -0.48
O (3.64412, 3.47168, -1.57912)  -0.29
C (2.37487, 4.19103, 0.27649)  0.64
C (2.10848, 5.17555, 1.15324)  -0.42
C (3.13515, 6.22381, 1.42412)  -0.22
O (3.07423, 6.99658, 2.35968)  -0.59
H (5.26312, 6.64933, 1.01594)  0.44
H (5.54079, 5.09815, -0.74285)  0.61
H (1.56405, 3.49912, 0.00837)  0.51
H (1.15166, 5.21026, 1.67223)  0.99

=====

No. 2
The following is a quantum chemistry calculation of C6H10O in the gas phase, from the Open Molecules 2025 dataset.

As for the HOMO-LUMO gap: 10.13 eV. As for the SMILES: C=COCC1CC1. As for the calculated total energy: -309.7523 a.u. The total charge is 0. The value obtained for the HOMO energy is -8.92 eV. The molar mass is 98.14 g/mol.

Each line ends with the Mulliken charge.
CARTESIAN COORDINATES (ANGSTROEM)
C (-1.55640, 0.68055, -1.81607)  -0.70
C (-1.68385, 1.52124, -0.81772)  0.08
O (-0.96021, 1.30775, 0.34962)  -0.36
C (-0.58960, -0.10574, 0.79688)  -0.81
C (0.53378, -1.02274, 0.18876)  0.09
C (1.73943, -0.31710, -0.32954)  -0.38
C (1.85742, -1.05710, 0.95896)  -0.78
H (-2.21185, 0.70470, -2.66478)  0.27
H (-0.71912, -0.01031, -1.76382)  0.21
H (-2.36437, 2.39868, -0.89352)  0.32
H (-1.48789, -0.75799, 0.88379)  0.32
H (-0.23116, 0.26309, 1.74559)  0.34
H (0.28982, -1.98128, -0.30039)  0.44
H (2.22599, -0.71601, -1.20926)  0.28
H (1.62855, 0.75900, -0.29380)  0.19
H (2.45511, -1.97015, 0.97552)  0.26
H (1.90448, -0.49393, 1.88751)  0.22

=====

No. 3
The following is a quantum chemistry calculation of C17H23N3O3 in the gas phase, from the Open Molecules 2025 dataset.

As for the HOMO-LUMO gap: 8.43 eV. As for the SMILES: CC(C)C[C@H](NC(=O)[C@@H](N)Cc1c[nH]c2ccccc12)C(=O)O. As for the calculated total energy: -1051.3860 a.u. The total charge is 0. The value obtained for the HOMO energy is -7.99 eV. The molar mass is 317.39 g/mol.

Each line ends with the Mulliken charge.
CARTESIAN COORDINATES (ANGSTROEM)
C (-2.20327, 1.79170, -1.80166)  -1.04
C (-0.88707, 2.00746, -0.89978)  1.24
C (-0.10019, 3.39103, -0.85233)  -1.05
C (-1.28550, 1.63263, 0.60526)  -0.67
C (-1.79620, 0.18855, 0.83470)  -0.53
N (-1.18570, -0.95267, 0.16041)  0.42
C (-0.95686, -2.11428, 0.82976)  -0.27
O (-1.31727, -2.38139, 2.00903)  -0.72
C (-0.23065, -3.10291, -0.13170)  0.22
N (-0.81256, -2.91530, -1.43213)  -0.70
C (1.32909, -2.94330, 0.00291)  -1.06
C (1.83243, -1.71325, -0.32175)  0.63
C (2.14970, -1.20814, -1.55609)  -1.05
N (2.78872, -0.01727, -1.43372)  0.02
C (2.75419, 0.43132, -0.22011)  -0.67
C (3.57263, 1.50148, 0.50496)  -0.72
C (3.16474, 1.57770, 1.92944)  -0.50
C (2.12116, 0.66877, 2.50139)  -0.59
C (1.56845, -0.48164, 1.89080)  0.14
C (2.06061, -0.62230, 0.56020)  1.07
C (-3.53096, 0.20185, 0.81985)  0.18
O (-4.14144, 1.18363, 1.12858)  -0.58
O (-4.10141, -0.80772, 0.24915)  -0.37
H (-1.94477, 1.74607, -3.04371)  0.23
H (-2.95785, 2.68984, -1.71865)  0.33
H (-2.87075, 0.95991, -1.36424)  0.20
H (-0.11341, 1.22199, -1.04546)  -0.38
H (0.85322, 2.97165, -0.50509)  0.26
H (-0.50621, 4.21899, -0.01399)  0.20
H (-0.04949, 4.07245, -1.80137)  0.29
H (-2.12556, 2.20948, 1.13528)  0.43
H (-0.30112, 1.49959, 1.16977)  0.00
H (-1.66071, -0.01212, 1.94701)  0.61
H (-1.02263, -1.23891, -0.86308)  0.62
H (-0.36856, -4.00701, 0.41805)  0.29
H (-0.48429, -3.49616, -2.21885)  0.23
H (-1.90817, -2.99861, -1.49561)  0.24
H (1.88654, -3.57665, -0.84823)  0.35
H (1.55125, -3.44553, 0.96920)  0.39
H (2.18558, -1.72855, -2.44304)  0.58
H (3.50344, 0.19577, -2.30952)  0.37
H (4.51613, 2.03941, -0.10931)  0.19
H (3.61182, 2.42694, 2.59865)  0.25
H (1.68168, 0.74704, 3.51573)  0.37
H (0.74669, -1.17889, 2.36832)  0.19
H (-5.01545, -0.63266, 0.28095)  0.36